Record 1
Below is a cluster of 2 separate species, C3H13N4 in total in a non-equilibrium geometry, with properties calculated with ωB97M-V with the def2-TZVPD basis set.

Cartesian coordinates (Å):
C  2.494707  0.232181  -0.905393
C  2.449649  -0.186775  0.532331
C  -1.162814  -1.065475  0.685949
N  -2.353682  -0.449677  0.663018
N  -4.118384  1.333297  -1.112405
N  -0.017081  -0.463563  0.402986
N  1.186389  -0.877461  0.983665
H  1.456280  0.202007  -1.299833
H  3.012387  1.108384  -0.940166
H  3.068226  -0.415491  -1.573110
H  2.360474  0.653382  1.147325
H  3.349729  -0.812014  0.819150
H  -1.137090  -2.101616  1.081710
H  -3.156500  -1.113476  0.698988
H  -2.458097  0.485896  0.236731
H  -4.202052  1.010533  -2.032731
H  -4.232925  2.332171  -0.935387
H  0.053093  0.518275  0.080569
H  -4.799847  0.823882  -0.560732
H  1.055874  -1.895238  1.242080

Forces on the atoms, in the same order (eV/Å):
C -1.42 -3.00 -0.76
C -0.23 -2.39 0.28
C 0.36 1.00 0.28
N 0.28 -1.38 -0.40
N 0.49 0.08 2.48
N -0.55 0.43 0.29
N -0.25 -2.49 0.59
H 0.84 0.79 -0.19
H 0.73 2.92 -0.43
H -0.17 -0.42 0.30
H 0.78 1.57 0.89
H -1.33 0.67 -0.03
H 0.17 0.79 -0.40
H 0.76 1.33 -0.18
H -0.54 -0.69 0.05
H -0.16 0.20 -1.61
H -0.15 -0.51 -0.69
H -0.65 -0.85 0.31
H -0.12 0.27 -0.04
H 1.15 1.66 -0.74

Properties
E: -340.8238 Eh
M: 105.16 g/mol
E_HOMO: -12.58 eV
Charge: +1

***

Record 2
Below is a structure of composition C3H13N4P in a non-equilibrium geometry, with properties calculated with ωB97M-V with the def2-TZVPD basis set.

Cartesian coordinates (Å):
C  0.007979  -2.650974  1.060582
C  -2.272825  0.186306  0.731843
C  1.604177  2.122032  -0.591619
N  0.672555  -1.348819  0.836490
N  0.451603  -0.068365  -2.244353
N  -1.085690  0.954309  0.308825
N  1.548914  1.103516  0.372469
P  0.322487  -0.056149  0.059998
H  0.099034  -2.643347  2.190973
H  0.623147  -3.489772  0.795643
H  -0.930926  -2.865000  0.817923
H  -2.688873  -0.235319  -0.163877
H  -2.001621  -0.589884  1.522772
H  -3.006257  0.885992  1.128642
H  2.393384  2.862588  -0.368863
H  1.856228  1.615008  -1.545895
H  0.587588  2.519730  -0.855543
H  1.390855  -0.205048  -2.402933
H  0.045665  -1.079383  -2.228799
H  -1.086110  1.381106  -0.610892
H  1.468687  1.601475  1.186613

Forces on the atoms, in the same order (eV/Å):
C 4.84 1.82 3.96
C 0.28 0.18 0.16
C -0.06 0.41 -3.57
N -1.48 0.28 -1.50
N -4.50 -1.72 3.96
N 1.95 -2.11 0.20
N -0.04 -2.60 -1.49
P 1.60 1.07 -0.88
H -0.68 -0.69 -0.94
H 0.57 -0.19 -0.65
H -4.11 -0.12 -1.45
H -0.62 -0.86 -0.09
H -0.32 1.10 -1.21
H 0.01 -0.10 0.24
H -0.74 -0.16 -0.03
H 0.33 0.81 0.35
H 0.93 0.68 0.52
H 2.95 -0.53 -0.28
H 0.88 2.07 -0.40
H -1.13 0.34 -0.09
H -0.67 0.34 3.18

Properties
E: -682.3682 Eh
M: 136.14 g/mol
E_HOMO: -8.50 eV

***

Record 3
Below is a cluster of 2 separate species, C3H13N5 in total in a non-equilibrium geometry, with properties calculated with ωB97M-V with the def2-TZVPD basis set.

Cartesian coordinates (Å):
C  -1.527826  -1.493241  0.800904
C  -1.098446  1.905600  -0.513299
C  -0.898569  -1.415095  -0.570858
N  1.821852  0.045014  1.450796
N  2.547369  -0.811530  -0.768912
N  0.122898  1.386322  0.064857
N  0.585925  0.346338  -0.649136
N  1.546592  -0.343821  0.073113
H  -1.976256  -0.474217  0.908841
H  -2.159495  -2.243672  0.777806
H  -0.965538  -1.680652  1.702544
H  -1.188662  2.929153  -0.282366
H  -0.946885  1.944595  -1.644142
H  -1.997931  1.388838  -0.174863
H  -0.127468  -2.146467  -0.904869
H  -1.568081  -0.942203  -1.275673
H  1.323850  -0.496204  2.111631
H  2.786258  -0.052740  1.640454
H  2.952235  -0.067419  -1.309638
H  2.405374  -1.607847  -1.362264
H  -0.026820  1.049966  1.005092

Forces on the atoms, in the same order (eV/Å):
C 2.99 4.60 -0.78
C 0.59 -0.16 -1.95
C 1.10 0.23 0.19
N -0.17 0.89 -2.16
N 1.36 0.89 1.64
N -0.82 0.22 0.44
N 0.27 -1.44 -0.04
N -0.11 -1.05 -0.15
H -0.36 -1.06 0.41
H -3.98 -3.38 0.03
H 1.06 0.06 0.01
H -0.18 1.30 0.73
H -0.53 -0.61 1.42
H -0.02 -0.18 -0.46
H -0.89 0.74 0.18
H 0.12 -0.46 -0.41
H -0.61 -1.20 0.25
H 1.17 0.02 -0.14
H 0.02 0.33 -0.22
H -0.96 -0.36 0.36
H -0.03 0.62 0.65

Properties
E: -395.6076 Eh
M: 119.17 g/mol
E_HOMO (spin up / spin down): -6.75 / -6.41 eV

***

Record 4
Below is a structure of composition C3H13NO2 in a non-equilibrium geometry, with properties calculated with ωB97M-V with the def2-TZVPD basis set.

Cartesian coordinates (Å):
C  1.563410  -0.485819  0.492603
C  0.080784  0.361306  -0.732348
C  0.300272  1.803068  -0.506077
N  2.756259  0.023621  -0.041219
H  1.205068  0.018098  1.390448
H  1.563650  -1.581156  0.612958
H  -0.651330  0.047991  -1.478261
H  0.511037  -0.641128  -0.295615
H  0.026655  2.298677  -1.449756
H  -0.373337  2.186836  0.258110
H  1.308450  2.069819  -0.180074
H  3.407237  -0.750954  -0.097494
H  2.652049  0.347941  -1.002918
H  -3.178272  -0.642995  0.861086
H  -2.867251  0.855356  0.695789
O  -3.509891  0.242754  1.063396
H  -1.189460  -1.398502  0.270144
H  -1.881542  -2.587822  -0.360808
O  -1.723791  -2.167093  0.500040

Forces on the atoms, in the same order (eV/Å):
C 1.37 -0.12 1.19
C -0.36 0.85 -0.38
C 0.20 -0.28 -0.03
N -0.43 -0.62 -0.65
H -0.59 0.19 -0.46
H -0.33 0.16 0.01
H 0.31 -0.67 0.15
H -0.31 0.04 -0.29
H 0.25 0.00 0.31
H -0.25 0.06 0.23
H -0.08 0.04 -0.23
H 0.24 -0.09 -0.21
H 0.22 0.53 0.32
H -0.09 0.02 0.11
H -0.11 0.05 0.00
O 0.15 -0.07 -0.06
H -0.30 -0.04 0.20
H -0.14 -0.12 0.34
O 0.24 0.06 -0.54

Properties
E: -326.8633 Eh
M: 95.14 g/mol
E_HOMO (spin up / spin down): -14.24 / -14.23 eV
2S+1: 2
Charge: +1

***

Record 5
Below is a cluster of 3 separate species, C3H13NO2S in total in a non-equilibrium geometry, with properties calculated with ωB97M-V with the def2-TZVPD basis set.

Cartesian coordinates (Å):
C  -0.020151  0.568129  -1.438636
N  -1.084456  -0.290450  -0.768180
C  -0.620663  -1.343987  0.096877
C  0.534844  -1.051179  1.044357
S  0.655525  -2.464389  2.273337
H  0.623944  0.963205  -0.651379
H  0.641838  0.125613  -2.190151
H  -0.617660  1.341635  -1.871153
H  -1.747025  -0.559256  -1.444939
H  -0.246548  -2.200331  -0.435352
H  -1.465309  -1.735230  0.743570
H  0.307189  -0.114793  1.642683
H  1.597386  -0.977278  0.688838
H  1.769645  -2.836771  1.896589
O  2.842366  2.883829  0.034278
H  3.239727  2.082836  0.271590
H  3.594623  3.239831  -0.337295
O  -3.536285  0.584682  -0.153024
H  -2.710751  0.388693  0.163527
H  -3.758238  1.395209  0.434464

Forces on the atoms, in the same order (eV/Å):
C -1.01 -1.02 1.40
N 2.76 1.64 0.50
C -0.16 -1.26 0.35
C 0.35 1.13 1.82
S -3.34 1.74 0.63
H -0.16 0.24 -0.14
H -0.31 -0.46 -0.03
H 0.13 0.79 -0.43
H -0.82 -0.72 -0.64
H -0.10 -0.82 -0.66
H 0.73 0.56 -0.75
H 0.41 -1.00 -0.60
H -1.33 0.14 -0.35
H 3.27 -1.20 -1.06
O -2.49 0.20 0.58
H 0.19 -2.47 1.06
H 2.30 2.24 -1.64
O -4.35 3.31 0.81
H 3.79 -1.04 0.80
H 0.14 -2.01 -1.65

Properties
E: -725.4545 Eh
M: 127.21 g/mol
E_HOMO: -8.97 eV

***

Record 6
Below is a cluster of 3 separate species, C3H13NO2S in total in a non-equilibrium geometry, with properties calculated with ωB97M-V with the def2-TZVPD basis set.

Cartesian coordinates (Å):
C  -0.260814  1.776296  -1.303808
C  -0.389895  0.921743  -0.017359
N  -1.249723  1.531379  0.965595
C  0.984728  0.543359  0.591319
S  0.734950  -0.624909  1.948138
H  0.369617  1.146421  -1.902220
H  -1.288146  2.161381  -1.460908
H  0.240029  2.823211  -1.073766
H  -0.826187  -0.045841  -0.439152
H  -0.706392  2.137736  1.596955
H  -1.475877  0.767651  1.625281
H  1.326566  1.423897  1.170242
H  1.687380  0.117527  -0.173777
H  1.892107  -0.398599  2.738374
O  0.969500  -2.063440  -1.969208
H  0.360188  -1.948237  -1.243843
H  0.448497  -2.518752  -2.664168
O  -1.245508  -2.503244  0.332603
H  -0.913857  -3.392364  0.522735
H  -0.657163  -1.855223  0.756972

Forces on the atoms, in the same order (eV/Å):
C 0.45 2.59 3.13
C 0.63 -0.81 -1.02
N -0.45 -0.81 1.36
C 0.34 0.52 -0.10
S 1.27 -0.29 1.33
H -0.36 0.33 -1.48
H 0.49 -1.08 -1.16
H -0.27 -2.16 -0.32
H -0.02 1.10 0.90
H -0.11 0.05 -0.70
H -0.38 0.61 -0.40
H 0.43 -0.16 -1.09
H -0.46 0.69 0.80
H -1.37 -0.24 -1.17
O -0.01 -0.33 -1.05
H -0.53 -0.17 0.36
H 0.45 0.46 0.71
O -0.06 0.09 -0.39
H 0.12 0.46 0.14
H -0.16 -0.85 0.15

Properties
E: -725.4791 Eh
M: 127.21 g/mol
E_HOMO: -9.58 eV